[1]
This record from the Open Molecules 2025 dataset describes 2 unconnected molecules or ions with the total composition C4H13N2O. The level of theory is ωB97M-V/def2-TZVPD.

Structure (XYZ):
```
20
Properties=species:S:1:pos:R:3:forces:R:3
C -0.428 -0.765 2.001 -0.40 -0.08 0.12
N -1.500 0.273 1.823 -0.02 0.07 -0.08
C -2.154 0.407 0.471 -0.11 -0.16 0.41
H -0.340 -0.917 3.072 0.20 -0.05 0.06
H -0.758 -1.676 1.517 0.05 -0.04 -0.09
H 0.499 -0.428 1.566 0.07 0.08 -0.16
H -1.125 1.179 2.101 -0.05 0.05 0.04
H -2.239 0.060 2.490 -0.03 0.03 0.05
H -1.478 0.890 -0.217 0.12 -0.06 -0.10
H -3.057 0.991 0.625 0.01 0.06 -0.12
H -2.399 -0.593 0.129 0.05 0.01 -0.14
C 1.009 -0.810 -1.653 -0.10 -0.16 -0.25
N 1.753 0.314 -1.676 0.33 -0.35 0.04
C 1.721 1.376 -0.689 -0.16 -0.08 -0.21
O 0.055 -1.047 -0.930 0.10 0.40 0.27
H 1.338 -1.530 -2.417 -0.03 -0.01 0.01
H 2.584 0.236 -2.246 -0.11 0.22 -0.01
H 1.843 2.335 -1.184 0.03 0.08 0.03
H 2.499 1.250 0.057 0.17 0.00 0.13
H 0.759 1.369 -0.190 -0.13 -0.02 -0.01
```
Forces are in eV/Å.

total charge: +1
M: 105.16 g/mol
2S+1: 1
energy relative to the best compared isomer or geometry (same formula, charge and spin): 130.2 kJ/mol
LUMO energy: -3.317 eV

=====

[2]
This record from the Open Molecules 2025 dataset describes 2 unconnected molecules or ions with the total composition C4H13N2O. The level of theory is ωB97M-V/def2-TZVPD.

Structure (XYZ):
```
20
Properties=species:S:1:pos:R:3:forces:R:3
C 0.140 0.164 -2.329 -0.14 -3.25 1.70
C -0.342 1.852 0.541 1.54 -0.58 -1.64
C 0.529 -0.214 -0.703 0.01 -0.52 -1.46
C -0.486 0.411 0.144 -2.14 0.85 1.10
N 0.374 -0.746 2.368 -5.03 -0.79 -0.79
N 0.573 -1.657 -0.415 -3.39 0.92 1.60
O -1.624 -0.251 0.404 3.16 0.00 -1.99
H -0.867 0.144 -2.783 0.21 -0.42 1.03
H 0.787 -0.598 -2.787 -0.43 0.27 -0.23
H 0.553 1.062 -2.531 1.35 3.04 -0.55
H -0.917 2.168 1.384 -0.14 -0.03 0.67
H -0.581 2.553 -0.307 0.06 -0.89 0.45
H 0.769 1.895 0.645 -0.93 0.70 0.56
H 1.598 0.232 -0.617 -2.10 -0.55 0.21
H -0.027 -0.733 3.311 1.04 0.25 -0.31
H -0.133 -1.540 1.881 1.59 1.19 0.86
H 0.898 -2.076 -1.215 1.28 -1.57 -2.19
H 1.324 -0.777 2.247 2.59 -0.55 0.27
H -0.446 -2.044 -0.330 2.38 0.97 -0.21
H -2.120 0.158 1.091 -0.89 0.97 0.92
```
Forces are in eV/Å.

total charge: +1
M: 105.16 g/mol
2S+1: 1
energy relative to the best compared isomer or geometry (same formula, charge and spin): 342.5 kJ/mol
LUMO energy: -5.053 eV

=====

[3]
This record from the Open Molecules 2025 dataset describes 2 unconnected molecules or ions with the total composition C4H13N2O. The level of theory is ωB97M-V/def2-TZVPD.

Structure (XYZ):
```
20
Properties=species:S:1:pos:R:3:forces:R:3
C 2.042 -0.370 -0.115 0.59 0.19 0.70
C -0.743 -0.304 -1.636 -1.10 3.70 0.38
C -1.348 1.336 0.058 -1.90 -5.17 0.70
C 0.781 0.165 0.385 -1.24 -1.18 1.65
N -0.863 -1.464 1.223 0.92 1.24 0.34
N -0.146 0.679 -0.625 -2.07 0.06 0.13
O 0.739 0.892 1.532 0.46 -0.08 0.81
H 2.912 0.237 -0.008 0.37 1.40 0.29
H 2.158 -0.757 -1.083 -0.81 -0.55 -1.48
H 2.282 -1.139 0.546 0.49 -1.73 1.07
H -1.229 -0.965 -1.043 -1.56 -2.26 1.43
H -1.483 0.379 -2.127 0.78 -1.12 -0.17
H -0.058 -0.730 -2.267 1.82 -0.83 -1.46
H -1.338 0.796 1.014 -0.08 1.09 -0.06
H -1.334 2.338 0.098 0.55 3.48 0.20
H -2.381 0.961 -0.282 1.91 0.62 -0.54
H -0.487 -1.452 2.197 -0.21 -0.06 -0.79
H -0.642 -2.396 0.897 0.26 -0.44 -0.20
H 0.335 1.301 -1.233 0.73 1.37 -0.35
H 0.803 0.494 2.470 0.10 0.27 -2.62
```
Forces are in eV/Å.

total charge: +1
M: 105.16 g/mol
2S+1: 1
energy relative to the best compared isomer or geometry (same formula, charge and spin): 621.7 kJ/mol
LUMO energy (alpha / beta): -4.506 / -4.117 eV

=====

[4]
This record from the Open Molecules 2025 dataset describes 2 unconnected molecules or ions with the total composition C4H13N2O. The level of theory is ωB97M-V/def2-TZVPD.

Structure (XYZ):
```
20
Properties=species:S:1:pos:R:3:forces:R:3
C -1.134 1.755 -1.467 0.42 -0.13 0.15
C -1.206 0.336 -1.941 -0.03 -0.49 0.12
O -0.674 -0.615 -1.344 -0.05 0.20 -0.10
N -1.924 0.090 -3.044 0.47 0.21 0.01
H -2.009 1.987 -0.874 -0.40 0.19 -0.18
H -1.004 2.416 -2.314 -0.32 0.31 -0.05
H -1.807 -0.828 -3.446 -0.26 0.00 -0.06
H -2.209 0.849 -3.641 -0.10 -0.09 -0.01
H -0.288 1.912 -0.806 0.22 -0.23 -0.01
C 1.377 -0.352 1.315 -0.13 -0.01 1.19
C 1.668 -0.340 2.826 -0.04 -0.56 -0.31
N 0.352 -1.366 0.924 0.15 -0.03 -0.63
H 0.946 0.590 1.054 -0.06 0.60 -0.46
H 2.278 -0.530 0.742 -0.06 -0.06 -0.27
H 1.357 0.583 3.300 -0.26 -0.06 0.07
H 2.717 -0.452 3.009 0.69 0.11 0.00
H -0.401 -1.470 1.603 0.04 0.20 0.05
H -0.062 -1.075 -0.031 -0.06 -0.02 0.40
H 0.780 -2.275 0.812 0.08 -0.36 0.04
H 1.242 -1.214 3.324 -0.31 0.20 0.07
```
Forces are in eV/Å.

total charge: +1
M: 105.16 g/mol
2S+1: 1
energy relative to the best compared isomer or geometry (same formula, charge and spin): 21.7 kJ/mol
LUMO energy: -2.773 eV

=====

[5]
This record from the Open Molecules 2025 dataset describes 2 unconnected molecules or ions with the total composition C4H13N2O2. The level of theory is ωB97M-V/def2-TZVPD.

Structure (XYZ):
```
21
Properties=species:S:1:pos:R:3:forces:R:3
C -0.876 -0.675 -0.083 0.73 -0.68 1.49
N 0.616 -0.395 0.120 -2.28 2.48 -2.68
C 0.904 0.894 0.891 -0.44 -0.51 -0.92
O 0.565 0.802 2.152 -0.84 -0.86 2.84
C -1.543 0.154 -1.204 -0.05 -0.77 -0.14
N -0.779 -0.212 -2.428 0.63 3.35 -1.23
C -0.086 1.122 -2.875 1.00 -2.91 0.55
H -0.993 -1.785 -0.300 0.26 1.22 -0.16
H -1.349 -0.584 0.906 -0.29 0.38 -0.23
H 0.981 -1.133 0.637 0.68 -1.45 1.31
H 2.004 1.005 0.865 0.07 0.36 -1.06
H 0.313 1.781 0.462 1.02 -0.97 -0.50
H -2.610 -0.159 -1.467 1.10 0.35 1.09
H -1.573 1.291 -0.970 0.37 -1.90 -0.47
H -0.024 -0.893 -2.243 -0.55 0.94 0.43
H 0.574 0.881 -3.698 0.04 -0.13 -0.55
H -0.763 1.880 -3.222 -0.57 0.19 0.26
H 0.624 1.444 -2.091 -0.72 0.28 0.01
H 0.835 -0.444 2.599 -0.24 -0.69 0.56
H 0.185 -1.885 3.327 -0.70 -0.05 0.21
O 1.002 -1.567 2.971 0.76 1.38 -0.81
```
Forces are in eV/Å.

total charge: -1
M: 121.16 g/mol
2S+1: 1
energy relative to the best compared isomer or geometry (same formula, charge and spin): 165.4 kJ/mol
LUMO energy: 3.871 eV

=====

[6]
This record from the Open Molecules 2025 dataset describes a gas-phase ion, C4H13N2O2 (charge +1). The level of theory is ωB97M-V/def2-TZVPD.

Structure (XYZ):
```
21
Properties=species:S:1:pos:R:3:forces:R:3
C 2.567 0.216 0.178 0.24 -0.87 1.18
C -2.554 0.397 0.305 -1.25 -0.66 0.92
C -0.292 -2.049 -0.156 2.36 1.20 0.96
C -0.130 0.365 -0.325 -0.76 -0.66 -0.69
N -0.068 1.450 -1.239 -0.94 1.22 0.56
N 1.229 0.553 0.686 -1.50 -3.99 -1.19
O -1.152 0.396 0.631 1.53 0.82 0.07
O 0.001 -0.811 -0.981 -1.05 -0.59 1.02
H 2.549 -0.766 -0.323 -0.15 0.75 -0.17
H 2.913 1.031 -0.374 0.83 0.84 -1.28
H 3.180 0.083 1.094 -0.05 0.23 -0.70
H -2.897 0.876 -0.628 0.84 0.02 0.22
H -3.050 0.959 1.179 0.71 -1.14 -1.38
H -2.870 -0.691 0.256 0.07 1.35 0.21
H -0.792 -2.789 -0.779 -0.29 0.45 0.26
H -0.663 -1.825 0.902 -0.30 -0.21 -1.95
H 0.751 -2.369 0.028 -0.59 -0.58 -0.14
H -0.565 1.342 -2.164 0.84 -0.20 1.63
H -0.406 2.319 -0.730 0.48 -1.36 -1.21
H 1.059 1.444 0.995 0.24 2.80 1.38
H 1.192 -0.131 1.444 -1.25 0.58 0.30
```
Forces are in eV/Å.

total charge: +1
M: 121.16 g/mol
2S+1: 1
energy relative to the best compared isomer or geometry (same formula, charge and spin): 340.2 kJ/mol
LUMO energy: -2.966 eV
SMILES: C[NH2+]C(N)(OC)OC

=====

[7]
This record from the Open Molecules 2025 dataset describes 2 unconnected molecules or ions with the total composition C4H13N2O2. The level of theory is ωB97M-V/def2-TZVPD.

Structure (XYZ):
```
21
Properties=species:S:1:pos:R:3:forces:R:3
C 0.039 -2.620 0.556 0.87 -0.55 1.18
C 1.794 1.391 0.396 -0.15 -1.88 -0.07
C -0.794 -1.441 0.133 -2.58 -0.38 -0.62
C 0.949 0.385 -0.436 -2.88 -0.84 2.89
N 1.077 -0.009 -1.673 0.22 0.49 1.74
N -1.603 2.937 0.620 0.54 -1.20 -0.51
O -1.174 -1.713 -1.244 -0.01 1.09 0.32
O -0.196 -0.181 0.401 4.61 2.66 -3.28
H -0.564 -3.058 1.361 0.47 -0.20 0.00
H 0.152 -3.465 -0.199 0.19 1.60 0.75
H 0.992 -2.222 1.064 -1.17 -1.01 -1.01
H 2.171 2.241 -0.200 -0.91 -0.02 0.43
H 2.762 0.824 0.553 -1.01 0.29 0.26
H 1.268 1.559 1.414 0.97 0.09 -2.05
H -1.692 -1.252 0.818 0.85 -0.84 -1.21
H 0.475 -0.808 -1.934 0.19 0.43 -0.51
H 1.811 0.440 -2.242 -0.62 -0.67 0.12
H -1.558 3.243 1.600 -0.62 -0.26 -0.90
H -1.452 1.915 0.527 -0.20 1.09 0.53
H -2.447 3.145 0.082 0.30 0.31 0.89
H -2.010 -1.313 -1.597 0.93 -0.18 1.03
```
Forces are in eV/Å.

total charge: +1
M: 121.16 g/mol
2S+1: 1
energy relative to the best compared isomer or geometry (same formula, charge and spin): 333.4 kJ/mol
LUMO energy: -4.325 eV

=====

[8]
This record from the Open Molecules 2025 dataset describes 3 unconnected molecules or ions with the total composition C4H13N2O2. The level of theory is ωB97M-V/def2-TZVPD.

Structure (XYZ):
```
21
Properties=species:S:1:pos:R:3:forces:R:3
O -0.037 -0.709 -0.898 -0.36 0.46 1.02
C -0.982 0.019 -0.598 0.62 -2.29 -2.75
C -1.034 0.639 0.703 0.66 -0.73 1.34
C -0.064 0.266 1.763 -2.18 1.78 0.16
C 1.386 0.653 1.441 1.76 -0.07 -1.46
N 1.415 2.096 1.254 -0.71 -1.07 -0.58
N -1.282 -3.856 -1.777 0.55 1.34 0.68
H -1.749 0.074 -1.390 -0.30 0.79 0.77
H -1.893 1.293 0.836 0.26 0.34 0.42
H -0.377 0.841 2.634 0.16 -0.09 0.23
H -0.169 -0.788 2.020 0.19 -0.47 -0.43
H 2.099 0.270 2.157 -0.15 0.38 0.82
H 1.697 0.065 0.550 -0.55 0.36 0.01
H 2.307 2.484 0.961 0.20 -0.25 0.43
H 0.781 2.236 0.458 0.17 0.75 0.21
H -0.573 -4.136 -1.098 -0.18 -0.59 -0.13
H -2.178 -3.969 -1.309 0.02 -0.17 -0.06
H -1.105 -2.835 -1.758 -0.38 -0.61 -0.51
H 0.705 1.052 -1.687 0.44 0.04 -0.60
H 0.611 2.331 -2.567 0.06 0.05 -0.25
O 0.441 1.974 -1.694 -0.30 0.04 0.67
```
Forces are in eV/Å.

total charge: +1
M: 121.16 g/mol
2S+1: 1
energy relative to the best compared isomer or geometry (same formula, charge and spin): 629.4 kJ/mol
LUMO energy: -8.750 eV

=====

[9]
This record from the Open Molecules 2025 dataset describes 2 unconnected molecules or ions with the total composition C4H13N2OPS. The level of theory is ωB97M-V/def2-TZVPD.

Structure (XYZ):
```
22
Properties=species:S:1:pos:R:3:forces:R:3
C -2.768 -1.764 -0.656 2.56 0.87 1.59
C -0.938 2.052 0.641 -1.30 -0.16 -2.50
C -1.334 -1.197 -0.939 -2.15 2.76 3.01
C -1.069 0.575 0.783 -3.59 -1.10 -2.00
N 2.122 -0.080 -1.218 1.95 0.87 0.08
N -0.710 -0.183 -0.464 0.42 -0.82 0.69
O 3.800 1.107 -0.113 -1.50 -2.87 -4.15
P 2.380 0.481 0.314 -0.85 -0.99 0.31
S 3.149 -1.322 1.326 -0.42 0.46 0.13
H -2.746 -2.374 0.236 0.28 -0.74 0.09
H -3.545 -1.094 -0.402 -0.59 1.28 -0.28
H -2.970 -2.319 -1.505 -0.91 -1.29 -1.46
H -1.216 2.242 -0.419 0.70 0.21 0.35
H -1.726 2.579 1.118 -0.47 0.37 1.12
H 0.000 2.447 0.869 1.50 0.65 0.26
H 2.524 -0.880 2.425 0.11 -0.27 0.23
H -0.834 -1.749 -1.644 1.22 -1.16 -2.05
H -0.490 0.185 1.571 0.61 -0.71 0.96
H -2.195 0.414 0.957 1.46 -0.21 0.31
H 1.379 -0.501 -1.669 -2.01 -0.63 -0.12
H 2.997 -0.276 -1.658 0.47 -0.13 -0.51
H 4.190 1.654 0.450 2.52 3.60 3.96
```
Forces are in eV/Å.

total charge: 0
M: 168.20 g/mol
2S+1: 1
energy relative to the best compared isomer or geometry (same formula, charge and spin): 168.1 kJ/mol
LUMO energy: 0.878 eV
SMILES: C/C=N\CC.NP(O)S

=====

[10]
This record from the Open Molecules 2025 dataset describes 2 unconnected molecules or ions with the total composition C4H13N2OS. The level of theory is ωB97M-V/def2-TZVPD.

Structure (XYZ):
```
21
Properties=species:S:1:pos:R:3:forces:R:3
C 2.259 0.104 -0.333 -0.54 0.77 0.09
N 1.057 0.124 0.493 0.15 0.21 -0.65
C -0.119 -0.416 -0.186 -0.86 -0.31 1.24
C -0.165 -1.937 -0.348 1.47 -1.46 0.22
S -0.328 -2.594 -2.052 -0.14 0.07 0.08
C -1.392 0.080 0.499 -0.88 0.75 0.35
N -2.535 0.133 -0.428 -0.32 -0.24 0.21
H 3.085 0.452 0.282 0.31 -0.19 -0.01
H 2.480 -0.832 -0.858 -0.01 -0.15 0.23
H 2.106 0.875 -1.099 0.16 -0.15 -0.11
H 1.222 -0.255 1.411 -0.16 -0.31 0.08
H -0.178 -0.011 -1.191 0.46 0.26 -0.21
H -0.803 -2.488 0.341 -1.26 0.61 -0.03
H 0.747 -2.358 0.122 0.48 0.47 -0.63
H -1.301 1.085 0.919 0.45 0.19 -0.44
H -1.719 -0.449 1.404 0.30 -0.59 -0.35
H -2.896 -0.797 -0.637 0.43 0.15 -0.03
H -2.181 0.504 -1.302 -0.18 -0.09 -0.10
H 0.710 2.294 0.942 -0.14 -0.13 0.04
H -0.510 3.253 1.044 0.14 -0.07 0.19
O 0.461 3.235 0.975 0.13 0.21 -0.17
```
Forces are in eV/Å.

total charge: -2
M: 137.23 g/mol
2S+1: 2
energy relative to the best compared isomer or geometry (same formula, charge and spin): 33.0 kJ/mol
LUMO energy (alpha / beta): 5.757 / 5.725 eV
<S²>: 0.75

=====

[11]
This record from the Open Molecules 2025 dataset describes a single C4H13N2P molecule. The level of theory is ωB97M-V/def2-TZVPD.

Structure (XYZ):
```
20
Properties=species:S:1:pos:R:3:forces:R:3
C -1.701 1.540 0.331 0.92 0.05 1.54
C -1.826 -0.790 -0.079 2.35 -0.14 -1.55
C 1.222 -0.681 -1.620 -1.92 -0.18 -1.59
C 1.741 -0.859 1.183 -3.93 0.50 0.73
N 1.568 1.732 -0.122 0.63 1.06 -0.65
N -1.028 0.234 0.501 4.36 1.26 -0.80
P 1.110 0.284 -0.093 -2.84 -1.91 1.40
H -1.642 2.203 -0.580 0.01 -1.08 0.74
H -2.670 1.260 0.660 -1.80 0.02 -0.91
H -1.541 2.096 1.263 1.10 0.72 -0.56
H -1.505 -1.772 0.248 0.33 -0.38 -0.46
H -2.715 -0.633 0.384 -3.29 -0.01 0.88
H -1.906 -0.636 -1.172 -0.28 -0.76 0.17
H 1.312 0.102 -2.435 -0.51 -1.10 0.66
H 2.085 -1.318 -1.718 0.77 0.08 0.50
H 0.359 -1.463 -1.787 1.23 1.99 0.29
H 0.751 -1.465 1.122 1.88 -0.07 0.40
H 2.646 -1.425 1.078 0.26 -0.07 -0.27
H 1.581 -0.353 2.171 0.65 -0.41 -0.78
H 2.159 1.944 0.663 0.07 0.43 0.25
```
Forces are in eV/Å.

total charge: 0
M: 120.14 g/mol
2S+1: 1
energy relative to the best compared isomer or geometry (same formula, charge and spin): 230.0 kJ/mol
LUMO energy: 0.826 eV
SMILES: CN(C)P(C)(C)=N

=====

[12]
This record from the Open Molecules 2025 dataset describes a gas-phase ion, C4H13N2S (charge +1). The level of theory is ωB97M-V/def2-TZVPD.

Structure (XYZ):
```
20
Properties=species:S:1:pos:R:3:forces:R:3
N 0.660 -0.759 -1.562 0.39 0.68 0.49
C 0.278 -0.570 -0.141 -1.70 0.77 0.87
C -1.144 0.053 -0.061 -0.34 0.17 -0.82
S -2.217 -0.367 -1.515 0.17 0.09 0.41
C 1.287 0.321 0.552 1.02 -1.37 0.43
N 0.934 0.522 1.934 0.38 0.78 0.44
C 2.023 1.207 2.675 -0.63 -0.68 0.70
H 1.605 -1.138 -1.603 -0.22 -0.66 -0.37
H -0.135 -1.254 -1.989 0.29 -0.37 -0.53
H 0.712 0.152 -2.024 -0.12 0.04 -0.05
H 0.124 -1.542 0.326 0.83 -0.26 -0.18
H -1.086 1.138 -0.021 -0.01 -0.01 0.17
H -1.696 -0.297 0.810 0.34 0.06 0.03
H -2.010 0.798 -2.144 -0.08 -0.06 -0.14
H 1.366 1.279 0.042 -0.18 0.25 -0.04
H 2.290 -0.164 0.463 -0.19 0.19 -0.12
H 0.844 -0.340 2.462 -0.37 -0.30 -0.56
H 2.401 2.081 2.180 0.16 0.27 -0.46
H 1.622 1.524 3.634 -0.08 0.15 0.03
H 2.812 0.489 2.916 0.33 0.27 -0.29
```
Forces are in eV/Å.

total charge: +1
M: 121.23 g/mol
2S+1: 1
energy relative to the best compared isomer or geometry (same formula, charge and spin): 120.1 kJ/mol
LUMO energy: -3.452 eV
SMILES: CNC[C@H]([NH3+])CS